(1)
The following is a quantum chemistry calculation of the ion C3H8N3O with charge +1 at a distorted geometry, from the Open Molecules 2025 dataset.

Calculated values
SMILES	NC1(N=O)C[NH2+]C1
max |F|	0.09521	Eh/bohr
HOMO-LUMO gap	8.91	eV
energy above the lowest of the compared OMol25 structures with the same formula, charge and spin	107.3	kcal per mole
net charge	+1

Cartesian coordinates (Å):
C -0.473 0.276 -1.081
C -0.662 0.066 1.067
C 0.506 -0.255 0.028
N 1.619 0.810 0.006
N 0.962 -1.533 0.102
N -1.324 0.879 0.002
O 2.743 0.347 0.229
H -0.140 1.027 -1.701
H -1.035 -0.567 -1.641
H -1.233 -0.789 1.278
H -0.435 0.746 1.928
H 0.913 -2.156 -0.814
H 1.946 -1.588 0.446
H -1.046 1.941 0.131
H -2.342 0.796 0.022

***

(2)
The following is a quantum chemistry calculation of a cluster of 3 separate species, C15H35FN2O9P2SSi in total at a distorted geometry, from the Open Molecules 2025 dataset.

Calculated values
SMILES	FCCC[SiH2]CCCCSc1nnco1.COP(=O)(OC)OC.COP(=O)(OC)OC
max |F|	0.14400	Eh/bohr
HOMO-LUMO gap	7.60	eV
net charge	0

Cartesian coordinates (Å):
F -0.175 8.696 2.469
C -1.240 8.035 1.865
C -0.783 7.048 0.796
C 0.273 5.991 1.252
Si 0.114 5.338 3.033
C 0.027 3.440 3.152
C 0.868 3.036 4.405
C 0.627 1.565 4.831
C 1.590 0.628 4.041
S 2.656 -0.332 5.174
C 3.927 0.697 5.812
N 3.962 1.306 6.955
N 5.162 1.947 7.017
C 5.806 1.708 5.928
O 5.070 0.921 5.118
H -1.934 7.612 2.601
H -1.820 8.821 1.349
H -1.661 6.582 0.328
H -0.299 7.653 0.011
H 1.301 6.328 1.069
H 0.136 5.115 0.594
H -1.018 5.941 3.774
H 1.322 5.755 3.786
H 0.399 2.931 2.253
H -1.016 3.149 3.345
H 0.563 3.666 5.259
H 1.928 3.262 4.225
H 0.882 1.504 5.898
H -0.430 1.297 4.725
H 0.993 -0.112 3.489
H 2.184 1.168 3.295
H 6.801 2.052 5.682
C -2.387 -1.411 -2.225
O -1.237 -0.628 -1.835
P -0.345 -1.211 -0.524
O -0.567 -0.066 0.417
O 1.049 -1.082 -1.355
C 1.334 0.103 -2.091
O 0.304 -2.313 0.522
C 1.642 -2.112 0.960
H -2.870 -0.921 -3.066
H -2.074 -2.412 -2.527
H -3.093 -1.477 -1.395
H 0.891 0.985 -1.627
H 0.971 -0.004 -3.113
H 2.416 0.228 -2.118
H 1.805 -1.072 1.245
H 2.351 -2.409 0.190
H 1.799 -2.748 1.830
C -3.762 -8.416 -5.065
O -3.435 -7.283 -5.895
P -2.600 -6.017 -5.145
O -3.637 -4.950 -5.301
O -1.483 -5.991 -6.327
C -1.887 -6.025 -7.693
O -1.581 -5.265 -4.080
C -0.753 -4.216 -4.565
H -4.303 -9.137 -5.673
H -2.854 -8.886 -4.682
H -4.397 -8.105 -4.233
H -2.851 -5.538 -7.842
H -1.931 -7.058 -8.036
H -1.134 -5.496 -8.277
H -1.319 -3.528 -5.196
H 0.098 -4.616 -5.111
H -0.375 -3.671 -3.699

***

(3)
The following is a quantum chemistry calculation of a cluster of 2 separate species, BH3OS in total at a distorted geometry, from the Open Molecules 2025 dataset.

Calculated values
max |F|	0.09530	Eh/bohr
HOMO-LUMO gap (spin up / spin down)	10.18 / 6.66	eV
energy above the lowest of the compared OMol25 structures with the same formula, charge and spin	118.2	kcal per mole
net charge	0

Cartesian coordinates (Å):
B -0.069 0.266 -0.254
O 0.693 -0.674 -0.469
S -1.970 -0.103 -0.372
H 0.109 1.482 0.051
H 2.813 -0.013 0.379
H -1.578 -0.959 0.664

***

(4)
The following is a quantum chemistry calculation of a cluster of 10 separate species, C26H69B2Br2NO17P in total at a distorted geometry, from the Open Molecules 2025 dataset.

Calculated values
max |F|	0.08876	Eh/bohr
HOMO-LUMO gap	6.51	eV
net charge	-1

Cartesian coordinates (Å):
C -1.708 -1.644 5.361
C -2.396 -0.823 4.193
O -1.366 -0.045 3.574
C -1.981 0.949 2.735
C -2.585 0.293 1.439
O -1.536 -0.254 0.661
C -1.346 -1.666 0.880
B -0.598 -2.427 -0.382
B 0.627 -1.599 -1.208
O 1.014 -0.238 -0.959
O 1.417 -2.264 -2.232
O -1.771 -2.927 -1.187
C -1.964 -4.311 -0.988
P -2.817 -4.884 0.597
O -4.254 -3.995 0.845
Br -3.583 -7.032 0.346
C -0.430 -4.772 -0.826
Br -0.029 -6.563 -0.084
O -0.015 -4.868 -2.236
C 1.096 -5.599 -2.382
N 2.086 -6.084 -2.637
O 0.060 -3.750 -0.068
H -1.857 -2.729 5.160
H -0.621 -1.415 5.360
H -2.163 -1.324 6.324
H -2.924 -1.522 3.505
H -3.151 -0.098 4.599
H -1.140 1.595 2.377
H -2.727 1.583 3.280
H -3.436 -0.400 1.633
H -3.012 1.154 0.832
H -2.377 -2.120 0.941
H -0.838 -1.921 1.848
H 0.431 0.282 -1.539
H 2.021 -2.827 -1.707
H -2.371 -4.721 -1.949
H -4.742 -4.561 1.472
C -2.472 2.904 -2.334
C -3.922 2.839 -1.900
O -4.017 2.818 -0.478
H -1.918 2.046 -1.945
H -2.390 2.914 -3.421
H -1.989 3.802 -1.939
H -4.393 1.931 -2.279
H -4.479 3.702 -2.279
H -3.608 3.625 -0.146
C -0.941 5.314 -6.321
C -2.389 5.251 -5.873
O -2.471 5.233 -4.455
H -0.384 4.458 -5.936
H -0.867 5.321 -7.411
H -0.455 6.213 -5.932
H -2.864 4.342 -6.246
H -2.950 6.114 -6.249
H -2.058 6.043 -4.127
C 0.147 -2.167 9.630
C -0.661 -2.301 8.353
O -2.034 -2.527 8.660
H 0.053 -3.069 10.239
H 1.203 -1.999 9.409
H -0.221 -1.333 10.235
H -0.306 -3.145 7.761
H -0.580 -1.397 7.745
H -2.346 -1.773 9.174
C 5.304 -4.615 -0.748
C 4.978 -3.325 -1.477
O 4.292 -2.428 -0.611
H 4.391 -5.089 -0.383
H 5.826 -5.314 -1.407
H 5.934 -4.417 0.124
H 4.334 -3.523 -2.331
H 5.892 -2.838 -1.837
H 4.868 -2.249 0.140
C -1.163 8.987 -0.774
C -0.763 7.788 -1.611
O -1.565 7.709 -2.790
H -2.215 8.923 -0.492
H -0.560 9.051 0.132
H -1.040 9.914 -1.343
H -0.907 6.865 -1.050
H 0.289 7.853 -1.905
H -1.429 8.521 -3.291
C 9.382 -6.138 0.764
C 9.053 -4.848 0.038
O 8.367 -3.955 0.910
H 8.470 -6.613 1.130
H 9.903 -6.836 0.106
H 10.012 -5.941 1.636
H 8.406 -5.045 -0.817
H 9.964 -4.359 -0.323
H 8.947 -3.779 1.659
C -5.637 -5.140 -2.412
C -7.113 -5.226 -2.082
O -7.307 -5.266 -0.672
H -5.100 -5.995 -1.997
H -5.477 -5.115 -3.493
H -5.196 -4.241 -1.972
H -7.549 -6.134 -2.503
H -7.653 -4.364 -2.489
H -6.928 -4.457 -0.306
C 0.599 10.916 4.227
C 0.541 10.145 2.922
O -0.589 10.548 2.152
H -0.312 10.754 4.807
H 1.457 10.607 4.826
H 0.671 11.991 4.038
H 0.447 9.076 3.114
H 1.448 10.312 2.332
H -0.499 11.492 1.975
C 4.306 -0.931 -4.950
C 3.780 -2.236 -5.519
O 3.753 -3.240 -4.516
H 5.312 -1.069 -4.545
H 4.338 -0.153 -5.717
H 3.674 -0.588 -4.127
H 4.425 -2.589 -6.326
H 2.768 -2.106 -5.916
H 3.171 -2.924 -3.807

***

Which formula does entry 1 have? C3H8N3O

***

Number 4 is which compound? C26H69B2Br2NO17P

***

Which of these has the highest max |F|? C15H35FN2O9P2SSi

***

max |F| of number 2 (C15H35FN2O9P2SSi)? 0.14400 Eh/bohr